No. 1
Computed, not measured: a cluster of 4 separate species, C19H20F24NO5 in total, with the ωB97M-V functional and the def2-TZVPD basis.

Last columns: bonded neighbours and bond lengths (Å).
CARTESIAN COORDINATES (ANGSTROEM)
1 F 0.917 -2.719 3.351  C30 1.350
2 F -6.731 -2.441 0.103  C69 1.353
3 F -1.165 -1.978 5.048  C5 1.343
4 C 0.888 -0.112 3.716  H12 1.089, H36 1.091, O47 1.409, C63 1.537
5 C -0.845 -0.786 5.578  F3 1.343, H9 1.093, F60 1.356, C63 1.532
6 C 2.525 3.283 -2.304  H7 1.090, O26 1.410, H35 1.091, C39 1.536
7 H 1.830 3.424 -3.131  C6 1.090
8 C 1.980 2.284 1.034  F45 1.351, H55 1.092, F59 1.354, C67 1.532
9 H -0.061 -0.918 6.329  C5 1.093
10 H -0.252 -3.367 -1.037  C51 1.095
11 H 1.554 -3.220 -0.956  C51 1.111
12 H 1.338 0.864 3.537  C4 1.089
13 F -1.413 0.458 3.658  C63 1.346
14 O -5.806 0.942 -0.457  C48 1.368, C61 1.417
15 H -2.063 0.423 -1.772  C29 1.093
16 F 1.831 0.570 -0.516  C67 1.342
17 C 4.008 -3.003 -2.782  H27 1.099, C28 1.549, H38 1.095, H50 1.099
18 F 4.671 6.208 -1.294  C32 1.355
19 F 1.677 -2.303 1.333  C30 1.345
20 H 1.391 -1.045 -2.184  C21 1.104
21 C 0.490 -1.665 -2.040  H20 1.104, C51 1.502, O65 1.235
22 F -1.665 -2.095 2.305  C62 1.355
23 H 3.395 -4.092 -4.543  C28 1.107
24 F -0.619 -3.791 1.407  C62 1.349
25 F 2.156 5.281 -1.077  C39 1.349
26 O 1.767 2.596 -1.333  C6 1.410, C67 1.374
27 H 4.630 -2.420 -3.476  C17 1.099
28 C 2.983 -3.887 -3.535  C17 1.549, H23 1.107, O46 1.398, H49 1.103
29 C -2.370 0.235 -0.740  H15 1.093, F37 1.343, C52 1.530, F54 1.353
30 C 0.698 -2.027 2.212  F1 1.350, F19 1.345, O47 1.378, C62 1.530
31 H 5.144 4.515 -2.236  C32 1.093
32 C 4.442 4.886 -1.485  F18 1.355, H31 1.093, C39 1.532, F64 1.345
33 F -7.486 -0.226 -1.256  C48 1.360
34 F -5.088 -1.335 1.042  C69 1.343
35 H 3.346 2.674 -2.685  C6 1.091
36 H 1.595 -0.675 4.328  C4 1.091
37 F -2.940 -0.978 -0.651  C29 1.343
38 H 3.507 -2.299 -2.108  C17 1.095
39 C 2.997 4.704 -1.960  C6 1.536, F25 1.349, C32 1.532, F41 1.369
40 F -5.472 -0.886 -1.735  C48 1.339
41 F 2.924 5.417 -3.127  C39 1.369
42 H -0.689 -1.971 0.558  C62 1.090
43 F -0.131 1.364 5.191  C63 1.373
44 N 0.712 -3.973 -2.768  O46 1.501, C51 1.473
45 F 2.424 3.545 1.225  C8 1.351
46 O 1.713 -3.322 -3.677  C28 1.398, N44 1.501
47 O 0.745 -0.667 2.428  C4 1.409, C30 1.378
48 C -6.217 -0.323 -0.776  O14 1.368, F33 1.360, F40 1.339, C69 1.535
49 H 2.887 -4.854 -3.012  C28 1.103
50 H 4.675 -3.631 -2.175  C17 1.099
51 C 0.651 -3.089 -1.590  H10 1.095, H11 1.111, C21 1.502, N44 1.473
52 C -3.326 1.317 -0.234  C29 1.530, F53 1.371, C61 1.535, F68 1.349
53 F -2.633 2.494 -0.355  C52 1.371
54 F -1.271 0.246 0.049  C29 1.353
55 H 0.898 2.250 1.174  C8 1.092
56 H -6.997 -0.782 1.193  C69 1.092
57 H -4.823 2.598 -0.937  C61 1.089
58 F 3.681 1.708 -0.527  C67 1.347
59 F 2.590 1.485 1.942  C8 1.354
60 F -1.948 -0.289 6.190  C5 1.356
61 C -4.637 1.526 -1.005  O14 1.417, C52 1.535, H57 1.089, H66 1.090
62 C -0.608 -2.449 1.535  F22 1.355, F24 1.349, C30 1.530, H42 1.090
63 C -0.394 0.207 4.501  C4 1.537, C5 1.532, F13 1.346, F43 1.373
64 F 4.655 4.255 -0.317  C32 1.345
65 O -0.607 -1.154 -2.288  C21 1.235
66 H -4.518 1.291 -2.063  C61 1.090
67 C 2.346 1.801 -0.374  C8 1.532, F16 1.342, O26 1.374, F58 1.347
68 F -3.589 1.134 1.077  C52 1.349
69 C -6.298 -1.213 0.473  F2 1.353, F34 1.343, C48 1.535, H56 1.092

Results
Energy above the lowest of the compared OMol25 structures with the same formula, charge and spin ... 3.300 eV
LUMO energy ... 2.3 eV
Net charge ... -1
Frontier orbital gap ... 4.4 eV
E_HOMO ... -2.148 eV

natural (NBO) population analysis, charges in e, atoms 1 to 8: atom 1 (F): -0.328, atom 2 (F): -0.325, atom 3 (F): -0.315, atom 4 (C): -0.136, atom 5 (C): 0.522, atom 6 (C): -0.133, atom 7 (H): 0.231, atom 8 (C): 0.500

***

No. 2
Computed, not measured: a cluster of 8 separate species, C51H90FN3O17 in total, with the ωB97M-V functional and the def2-TZVPD basis.

Last columns: bonded neighbours and bond lengths (Å).
CARTESIAN COORDINATES (ANGSTROEM)
1 H 3.467 5.151 5.513  C161 1.094
2 H -4.671 -6.147 -0.967  C57 1.179
3 H 2.621 2.451 3.308  C80 1.089
4 C 11.970 -1.225 0.648  C113 1.500, O114 1.231, O143 1.350
5 H -10.895 6.000 -0.216  C104 1.089
6 H -7.756 5.080 1.258  C51 1.094
7 H -5.124 -1.536 2.361  C24 1.194
8 O -6.433 -5.528 2.472  C65 1.350, C159 1.439
9 H -0.805 4.561 1.221  C46 1.182
10 H 9.699 2.950 1.238  C41 1.095
11 H -2.128 4.506 -0.245  C46 1.171
12 C 1.998 3.854 1.762  C80 1.500, O82 1.350, O99 1.231
13 H 2.992 -4.838 -6.127  C100 1.094
14 F -1.404 2.160 2.319  C145 1.481
15 C -2.771 -0.504 1.276  C28 1.638, H62 1.194, O141 1.501, H152 1.185
16 H 3.344 -2.875 -4.652  C102 1.095
17 H -5.724 -8.615 1.562  C94 1.095
18 H -9.627 4.008 2.485  C92 1.095
19 C -7.553 -0.617 -1.462  C23 1.673, H76 1.169, C97 1.660, O105 1.493
20 C -4.831 -5.260 4.285  H36 1.094, H73 1.095, H93 1.094, C159 1.516
21 H -7.238 -2.094 -3.178  C23 1.194
22 H 5.328 0.955 -4.949  C72 1.092
23 C -7.981 -1.181 -2.978  C19 1.673, H21 1.194, H135 1.171, H138 1.170
24 C -5.950 -1.116 1.608  H7 1.194, H118 1.194, C153 1.664, C162 1.673
25 C -1.408 -5.286 -1.267  C60 1.671, C126 1.643, H137 1.174
26 H -6.930 -4.843 4.328  C159 1.095
27 O 5.705 3.292 2.547  C154 1.231
28 C -3.942 0.633 1.410  C15 1.638, C31 1.673, C121 1.673, C153 1.675
29 C 3.694 2.668 -2.538  C45 1.516, H111 1.095, O139 1.439, H144 1.094
30 O -12.730 6.882 2.313  C119 1.231
31 C -3.488 2.081 0.706  C28 1.673, H35 1.190, C145 1.639, H157 1.194
32 C 0.951 -1.853 0.016  H61 1.192, C70 1.642, C71 1.672, C86 1.661
33 H -1.186 2.069 0.113  C145 1.193
34 H 5.918 1.998 -3.624  C72 1.089
35 H -3.637 2.061 -0.474  C31 1.190
36 H -4.548 -4.278 3.892  C20 1.094
37 H 4.062 4.419 4.009  C161 1.095
38 H 11.348 -0.694 -1.307  C113 1.095
39 H 1.599 3.842 4.432  C120 1.094
40 O 6.209 -0.550 -6.725  C69 1.231
41 C 9.861 2.093 1.899  H10 1.095, H54 1.094, C106 1.516, H107 1.094
42 O -5.090 -0.134 -0.672  C97 1.458, C153 1.455
43 H -5.563 -7.952 3.168  C94 1.089
44 H 2.826 -2.322 -6.231  C102 1.094
45 C 3.200 3.261 -3.842  C29 1.516, H79 1.094, H83 1.094, H90 1.095
46 C -1.834 4.135 0.825  H9 1.182, H11 1.171, C145 1.673, H150 1.194
47 H 12.867 0.073 -0.779  C113 1.092
48 H 4.204 -4.220 -7.268  C100 1.095
49 H 1.932 -2.665 1.911  C70 1.193
50 H -4.270 -2.588 -1.075  C98 1.188
51 C -8.574 5.682 1.666  H6 1.094, C92 1.516, H109 1.095, H147 1.094
52 H 0.910 -4.765 -0.740  C126 1.176
53 O -6.532 -6.475 0.443  C65 1.231
54 H 10.678 1.490 1.491  C41 1.094
55 H 12.820 -1.630 -1.316  C113 1.089
56 H -10.848 7.703 0.321  C104 1.092
57 C -4.241 -5.468 -1.830  H2 1.179, C60 1.664, H122 1.187, H134 1.177
58 H 1.254 5.559 4.468  C120 1.095
59 H 0.544 -0.480 -1.796  C71 1.177
60 C -2.918 -4.577 -1.356  C25 1.671, C57 1.664, C98 1.666
61 H 1.881 -2.456 -0.423  C32 1.192
62 H -1.856 -0.341 2.025  C15 1.194
63 H 8.808 0.419 2.719  C106 1.095
64 C -1.919 -1.979 -0.467  C86 1.670, C98 1.661, O141 1.486
65 C -6.187 -6.548 1.622  O8 1.350, O53 1.231, C94 1.500
66 H 4.677 -0.702 -8.754  C88 1.095
67 H -12.367 6.936 -0.207  C104 1.095
68 H -6.301 1.392 -1.774  C97 1.194
69 C 5.270 -1.340 -6.823  O40 1.231, C88 1.500, O160 1.350
70 C 1.185 -1.775 1.639  C32 1.642, H49 1.193, H74 1.178, H89 1.177
71 C 1.037 -0.361 -0.734  C32 1.672, H59 1.177, H115 1.170, H140 1.180
72 C 5.636 0.984 -3.902  H22 1.092, H34 1.089, C87 1.500, H110 1.095
73 H -4.122 -5.983 3.869  C20 1.095
74 H 1.790 -0.786 1.849  C70 1.178
75 N -7.248 2.424 1.057  C124 1.306
76 H -7.468 -1.571 -0.792  C19 1.169
77 H 13.558 -3.221 -0.235  C112 1.094
78 H 3.593 -1.900 -8.096  C88 1.089
79 H 2.177 2.932 -4.049  C45 1.094
80 C 2.784 2.675 2.255  H3 1.089, C12 1.500, H81 1.095, H95 1.092
81 H 2.460 1.787 1.702  C80 1.095
82 O 1.751 4.874 2.612  C12 1.350, C120 1.439
83 H 3.218 4.354 -3.801  C45 1.094
84 O 7.548 2.022 2.656  C106 1.439, C154 1.350
85 H 7.587 4.114 0.555  C116 1.092
86 C -0.412 -2.698 -0.419  C32 1.661, C64 1.670, C126 1.672
87 C 4.546 0.407 -3.048  C72 1.500, O123 1.231, O139 1.350
88 C 4.643 -1.618 -8.157  H66 1.095, C69 1.500, H78 1.089, H146 1.092
89 H 0.172 -1.844 2.234  C70 1.177
90 H 3.814 2.936 -4.689  C45 1.095
91 H 8.277 0.820 1.098  C106 1.094
92 C -9.831 4.847 1.812  H18 1.095, C51 1.516, O131 1.439, H158 1.094
93 H -4.718 -5.251 5.373  C20 1.094
94 C -5.401 -7.727 2.115  H17 1.095, H43 1.089, C65 1.500, H128 1.092
95 H 3.846 2.846 2.069  C80 1.092
96 H 7.540 2.411 0.017  C116 1.089
97 C -6.128 0.219 -1.632  C19 1.660, O42 1.458, H68 1.194, H155 1.196
98 C -3.150 -2.972 -0.973  H50 1.188, C60 1.666, C64 1.661
99 O 1.653 3.927 0.583  C12 1.231
100 C 3.894 -4.226 -6.218  H13 1.094, H48 1.095, C102 1.516, H103 1.094
101 H -9.351 0.264 -1.835  O105 1.022
102 C 3.643 -2.823 -5.704  H16 1.095, H44 1.094, C100 1.516, O160 1.439
103 H 4.702 -4.702 -5.653  C100 1.094
104 C -11.426 6.777 0.330  H5 1.089, H56 1.092, H67 1.095, C119 1.500
105 O -8.670 0.294 -1.074  C19 1.493, H101 1.022
106 C 8.604 1.258 2.045  C41 1.516, H63 1.095, O84 1.439, H91 1.094
107 H 10.168 2.495 2.869  C41 1.094
108 H -8.525 -2.209 3.334  N149 1.044
109 H -8.736 6.539 1.004  C51 1.095
110 H 6.536 0.374 -3.775  C72 1.095
111 H 3.049 3.011 -1.722  C29 1.095
112 C 13.884 -2.783 0.712  H77 1.094, C132 1.516, H136 1.095, O143 1.439
113 C 12.289 -0.853 -0.770  C4 1.500, H38 1.095, H47 1.092, H55 1.089
114 O 10.985 -0.749 1.213  C4 1.231
115 H 0.422 0.457 -0.164  C71 1.170
116 C 7.009 3.188 0.563  H85 1.092, H96 1.089, H142 1.095, C154 1.500
117 H -8.208 -0.460 2.022  C162 1.170
118 H -6.222 -2.056 0.924  C24 1.194
119 C -11.745 6.405 1.748  O30 1.231, C104 1.500, O131 1.350
120 C 1.927 4.808 4.038  H39 1.094, H58 1.095, O82 1.439, C161 1.516
121 C -4.291 1.045 2.994  C28 1.673, N125 1.311
122 H -5.101 -4.692 -2.088  C57 1.187
123 O 4.473 -0.808 -2.864  C87 1.231
124 C -6.419 1.416 0.995  N75 1.306, C153 1.633
125 N -4.370 0.982 4.301  C121 1.311
126 C -0.172 -4.308 -0.803  C25 1.643, H52 1.176, C86 1.672
127 H 3.637 6.124 4.032  C161 1.094
128 H -4.339 -7.556 1.929  C94 1.092
129 H -6.922 0.115 3.408  C162 1.175
130 H -6.585 -6.560 4.292  C159 1.094
131 O -10.887 5.611 2.422  C92 1.439, C119 1.350
132 C 15.141 -1.948 0.566  C112 1.516, H133 1.095, H151 1.094, H156 1.094
133 H 14.979 -1.091 -0.096  C132 1.095
134 H -4.054 -6.087 -2.814  C57 1.177
135 H -9.056 -1.643 -2.972  C23 1.171
136 H 14.088 -3.622 1.385  C112 1.095
137 H -1.323 -6.428 -1.529  C25 1.174
138 H -7.778 -0.403 -3.828  C23 1.170
139 O 3.597 1.232 -2.556  C29 1.439, C87 1.350
140 H 2.167 -0.078 -0.922  C71 1.180
141 O -2.139 -0.560 -0.085  C15 1.501, C64 1.486
142 H 6.068 3.347 0.027  C116 1.095
143 O 12.828 -2.019 1.323  C4 1.350, C112 1.439
144 H 4.708 2.992 -2.286  C29 1.094
145 C -1.917 2.470 0.966  F14 1.481, C31 1.639, H33 1.193, C46 1.673
146 H 5.211 -2.400 -8.666  C88 1.092
147 H -8.267 6.084 2.636  C51 1.094
148 H -7.351 -1.714 4.438  N149 1.064
149 N -7.511 -1.973 3.418  H108 1.044, H148 1.064, C162 1.543
150 H -2.652 4.534 1.597  C46 1.194
151 H 15.448 -1.546 1.536  C132 1.094
152 H -3.135 -1.613 1.481  C15 1.185
153 C -5.396 0.174 0.716  C24 1.664, C28 1.675, O42 1.455, C124 1.633
154 C 6.690 2.816 1.982  O27 1.231, O84 1.350, C116 1.500
155 H -5.716 -0.130 -2.699  C97 1.196
156 H 15.959 -2.551 0.158  C132 1.094
157 H -4.127 2.996 1.130  C31 1.194
158 H -10.157 4.409 0.865  C92 1.094
159 C -6.258 -5.594 3.898  O8 1.439, C20 1.516, H26 1.095, H130 1.094
160 O 4.847 -2.036 -5.746  C69 1.350, C102 1.439
161 C 3.354 5.142 4.425  H1 1.094, H37 1.095, C120 1.516, H127 1.094
162 C -7.223 -0.691 2.608  C24 1.673, H117 1.170, H129 1.175, N149 1.543

Results
Structure (SMILES) ... Cc1ccc(C(C)C)c(OC[C@@](C#N)(C[C@@H](C)F)[C@](C#N)(CCN)OC[C@H](C)O)c1.CCOC(C)=O.CCOC(C)=O.CCOC(C)=O.CCOC(C)=O.CCOC(C)=O.CCOC(C)=O.CCOC(C)=O
LUMO energy ... 0.3 eV
Frontier orbital gap ... 8.2 eV
E_HOMO ... -7.918 eV

Mulliken population analysis, charges in e, atoms 1 to 8: atom 1 (H): 0.366, atom 2 (H): 0.123, atom 3 (H): 0.438, atom 4 (C): 0.730, atom 5 (H): 0.302, atom 6 (H): 0.243, atom 7 (H): 0.057, atom 8 (O): -0.321